P.
Below is C24H63HgO22S7 as an isolated structure, with properties calculated with wB97M-V/def2-TZVPD.

Computed properties:
Net charge   +1
Frontier orbital gap   2.4 eV
LUMO energy   -9.88 eV
M   1128.81 g/mol

Positions of all 117 atoms, in Å:
1 Hg -1.349 4.856 6.151
2 C 0.794 0.528 0.713
3 C -0.179 1.659 0.787
4 C -1.240 1.436 -0.319
5 O -0.756 1.819 2.061
6 H 0.283 -0.431 0.627
7 H 1.448 0.582 1.584
8 H 1.407 0.662 -0.178
9 H 0.258 2.569 0.375
10 H -1.884 0.599 -0.050
11 H -0.573 1.309 -1.171
12 H -1.915 2.283 -0.436
13 O 11.453 -3.160 1.748
14 S 10.746 -2.016 2.313
15 O 11.490 -1.039 3.125
16 O 10.140 -1.130 1.024
17 C 9.893 0.222 1.265
18 C 8.763 0.418 0.287
19 C 9.179 -2.617 3.194
20 H 10.795 0.791 1.042
21 H 9.625 0.511 2.281
22 H 8.538 1.478 0.167
23 H 7.767 0.000 0.437
24 H 9.126 0.146 -0.704
25 H 8.847 -1.745 3.758
26 H 9.412 -3.424 3.888
27 H 8.529 -2.926 2.376
28 O 1.777 8.405 -5.195
29 S 1.154 9.477 -4.453
30 O 0.768 10.736 -5.077
31 O -0.173 8.957 -3.616
32 C -0.316 7.523 -3.569
33 C -1.172 7.088 -4.744
34 C 2.313 9.922 -3.057
35 H -0.940 7.180 -2.744
36 H 0.610 6.951 -3.633
37 H -2.227 7.234 -4.511
38 H -1.079 6.019 -4.937
39 H -0.870 7.604 -5.655
40 H 3.331 10.168 -3.358
41 H 2.384 9.171 -2.270
42 H 1.826 10.710 -2.482
43 O -8.579 -2.227 -8.455
44 S -9.616 -2.881 -7.610
45 O -10.709 -3.669 -8.198
46 O -8.844 -3.813 -6.457
47 C -7.433 -3.716 -6.249
48 C -7.061 -2.538 -5.365
49 C -10.293 -1.511 -6.598
50 H -6.826 -3.778 -7.152
51 H -7.087 -4.592 -5.700
52 H -7.093 -1.642 -5.985
53 H -6.077 -2.723 -4.935
54 H -7.765 -2.467 -4.536
55 H -11.209 -1.871 -6.129
56 H -10.500 -0.820 -7.415
57 H -9.510 -1.250 -5.886
58 O -2.742 -7.209 4.525
59 S -1.617 -6.520 3.873
60 O -1.830 -5.545 2.786
61 O -0.602 -5.860 5.057
62 C 0.200 -4.709 4.728
63 C 1.209 -4.514 5.855
64 C -0.332 -7.696 3.199
65 H -0.320 -3.755 4.644
66 H 0.810 -4.809 3.830
67 H 1.734 -3.560 5.805
68 H 2.008 -5.254 5.904
69 H 0.802 -4.513 6.866
70 H 0.368 -7.864 4.017
71 H 0.269 -7.247 2.409
72 H -0.869 -8.525 2.737
73 O -5.931 2.499 5.572
74 S -6.883 1.395 5.535
75 O -7.470 0.897 6.760
76 O -8.147 1.993 4.614
77 C -7.894 2.577 3.323
78 C -8.577 1.680 2.306
79 C -6.240 0.010 4.473
80 H -6.821 2.684 3.161
81 H -8.253 3.604 3.260
82 H -8.338 0.622 2.417
83 H -8.224 1.993 1.324
84 H -9.655 1.839 2.331
85 H -6.909 -0.837 4.624
86 H -5.198 -0.077 4.780
87 H -6.289 0.266 3.414
88 O -1.275 -6.966 -4.618
89 S -0.274 -6.530 -5.629
90 O 0.816 -7.412 -6.082
91 O -1.136 -5.985 -6.996
92 C -0.353 -5.601 -8.080
93 C -1.198 -5.397 -9.285
94 C 0.366 -4.827 -5.212
95 H 0.331 -6.447 -8.151
96 H 0.307 -4.767 -7.843
97 H -1.629 -4.398 -9.346
98 H -1.924 -6.192 -9.458
99 H -0.490 -5.388 -10.114
100 H -0.260 -4.051 -5.653
101 H 1.403 -4.877 -5.546
102 H 0.339 -4.736 -4.126
103 O 5.561 4.475 4.035
104 S 5.462 4.482 5.501
105 O 4.170 4.309 6.220
106 O 6.511 3.340 6.126
107 C 6.853 3.309 7.480
108 C 7.282 1.974 7.941
109 C 6.334 5.997 6.028
110 H 5.989 3.561 8.096
111 H 7.554 4.131 7.627
112 H 6.574 1.158 7.797
113 H 7.425 2.095 9.015
114 H 8.206 1.583 7.514
115 H 7.340 5.753 5.686
116 H 6.167 5.981 7.105
117 H 5.909 6.830 5.468

---

Q.
Below is C24H63HgO22S7 as an isolated structure, with properties calculated with wB97M-V/def2-TZVPD.

Computed properties:
Net charge   +1
Frontier orbital gap   3.2 eV
LUMO energy   -8.32 eV
M   1128.81 g/mol

Positions of all 117 atoms, in Å:
1 Hg 4.388 -23.082 21.292
2 C -0.959 -20.125 20.777
3 C 0.412 -19.453 20.536
4 C 0.326 -18.050 20.973
5 O 1.468 -20.154 21.139
6 H -0.910 -21.165 20.456
7 H -1.650 -19.555 20.156
8 H -1.265 -20.052 21.821
9 H 0.548 -19.399 19.455
10 H 1.119 -17.472 20.499
11 H 0.387 -17.969 22.058
12 H -0.675 -17.626 20.892
13 O -0.573 -27.019 20.463
14 S -0.353 -26.516 21.838
15 O 0.867 -25.687 22.101
16 O -1.671 -25.660 22.392
17 C -2.994 -26.055 22.105
18 C -3.659 -26.299 23.536
19 C -0.324 -27.848 23.116
20 H -2.970 -26.947 21.479
21 H -3.417 -25.239 21.519
22 H -3.063 -26.901 24.222
23 H -4.622 -26.790 23.400
24 H -3.596 -25.284 23.928
25 H -0.332 -27.276 24.044
26 H 0.544 -28.491 22.974
27 H -1.228 -28.445 23.002
28 O 8.380 -24.432 22.688
29 S 9.781 -24.655 22.969
30 O 10.258 -24.910 24.368
31 O 10.284 -25.942 22.035
32 C 11.498 -26.544 22.483
33 C 12.168 -26.951 21.224
34 C 10.800 -23.362 22.098
35 H 11.482 -27.306 23.263
36 H 12.097 -25.810 23.022
37 H 11.755 -27.937 21.012
38 H 13.219 -27.067 21.488
39 H 12.124 -26.243 20.396
40 H 10.513 -23.235 21.054
41 H 11.840 -23.685 22.065
42 H 10.759 -22.405 22.618
43 O 6.689 -21.688 17.989
44 S 7.005 -20.760 16.853
45 O 8.363 -20.143 16.697
46 O 6.767 -21.670 15.478
47 C 7.258 -21.154 14.285
48 C 6.271 -21.554 13.252
49 C 5.632 -19.581 16.665
50 H 8.255 -21.556 14.102
51 H 7.311 -20.066 14.305
52 H 6.117 -22.633 13.218
53 H 6.557 -21.268 12.240
54 H 5.367 -20.949 13.325
55 H 4.677 -20.105 16.648
56 H 5.709 -19.101 15.689
57 H 5.563 -19.069 17.625
58 O 2.737 -22.490 27.877
59 S 2.171 -23.081 26.654
60 O 2.943 -23.214 25.416
61 O 1.564 -24.593 26.961
62 C 0.977 -24.858 28.224
63 C 0.046 -26.065 28.195
64 C 0.523 -22.299 26.218
65 H 0.251 -24.097 28.514
66 H 1.769 -24.927 28.969
67 H 0.615 -26.950 27.910
68 H -0.812 -26.016 27.525
69 H -0.256 -26.285 29.219
70 H 0.086 -21.839 27.105
71 H -0.111 -23.038 25.728
72 H 0.692 -21.442 25.567
73 O 5.937 -26.714 19.537
74 S 6.443 -27.827 18.694
75 O 5.670 -28.350 17.575
76 O 8.020 -27.441 18.203
77 C 8.448 -27.976 16.986
78 C 8.040 -27.116 15.816
79 C 6.926 -29.282 19.740
80 H 8.148 -29.024 16.951
81 H 9.528 -28.115 17.023
82 H 6.974 -27.027 15.604
83 H 8.534 -27.357 14.876
84 H 8.409 -26.104 15.987
85 H 7.600 -28.952 20.530
86 H 7.352 -30.026 19.067
87 H 6.076 -29.534 20.374
88 O 6.931 -16.816 22.666
89 S 6.822 -17.927 23.573
90 O 6.540 -19.297 23.086
91 O 8.297 -17.958 24.360
92 C 8.785 -16.750 24.956
93 C 10.298 -16.797 25.007
94 C 5.695 -17.529 24.950
95 H 8.259 -16.627 25.903
96 H 8.403 -15.883 24.417
97 H 10.635 -17.484 25.783
98 H 10.676 -15.843 25.373
99 H 10.659 -17.046 24.009
100 H 5.803 -18.327 25.684
101 H 4.680 -17.561 24.554
102 H 5.939 -16.638 25.528
103 O 1.366 -23.020 15.205
104 S 1.285 -23.937 16.319
105 O 2.120 -23.893 17.465
106 O -0.266 -23.863 16.984
107 C -1.269 -23.827 16.035
108 C -2.634 -23.450 16.643
109 C 1.255 -25.605 15.685
110 H -1.403 -24.775 15.514
111 H -1.090 -23.152 15.198
112 H -2.558 -22.453 17.078
113 H -2.946 -24.145 17.423
114 H -3.474 -23.473 15.949
115 H 0.525 -25.673 14.878
116 H 1.031 -26.269 16.520
117 H 2.207 -25.822 15.199

---

Most stable to least stable, the ends of the list are Q and P.

---

P.
Below is a 2-piece molecular cluster, C3H8NO2S overall, with properties calculated with wB97M-V/def2-TZVPD.

Computed properties:
Net charge   -1
Frontier orbital gap   6.7 eV
LUMO energy   3.89 eV
M   122.17 g/mol

Positions of all 15 atoms, in Å:
1 O -1.315 1.650 -0.054
2 C -0.812 0.930 0.744
3 C 0.628 0.627 0.741
4 C 0.833 -0.960 0.655
5 S -0.234 -1.534 1.936
6 N 1.340 1.205 -0.482
7 H -1.515 0.543 1.547
8 H 1.349 0.876 1.578
9 H 0.851 -1.602 -0.147
10 H 1.956 -1.095 0.821
11 H 0.599 1.429 -1.262
12 H 1.931 0.484 -0.905
13 H -1.708 -1.424 -1.287
14 H -1.824 -0.145 -1.795
15 O -2.079 -0.983 -2.090

---

Q.
Below is C3H8NO2S as an isolated structure, with properties calculated with wB97M-V/def2-TZVPD.

Computed properties:
Net charge   -1
Frontier orbital gap   4.2 eV
LUMO energy   2.32 eV
M   122.17 g/mol

Positions of all 15 atoms, in Å:
1 O 2.149 2.120 -0.508
2 C 2.130 1.232 0.355
3 C -0.244 -1.134 -1.484
4 C -0.845 0.062 -0.752
5 S -1.819 -0.998 0.347
6 N 1.090 -1.648 -1.282
7 H 2.320 0.189 -0.124
8 H -0.879 -1.766 -2.123
9 H -1.464 0.653 -1.446
10 H -0.117 0.700 -0.248
11 H 1.711 -0.849 -1.284
12 H 0.387 -1.580 -0.399
13 H 0.393 1.104 1.907
14 H -1.049 0.638 2.115
15 O -0.390 1.274 2.472

---

Most stable to least stable, the ends of the list are P and Q.

---

P.
Below is C3H2IN2 as an isolated structure, with properties calculated with wB97M-V/def2-TZVPD.

Computed properties:
Net charge   +1
Frontier orbital gap   7.6 eV
LUMO energy   -7.52 eV
M   192.97 g/mol

Positions of all 8 atoms, in Å:
1 C -0.159 -2.276 0.091
2 C -0.392 -0.440 0.829
3 C 0.697 -0.359 -0.235
4 N -0.945 -1.554 0.870
5 N 0.694 -2.122 -0.694
6 I 2.819 0.025 0.039
7 H -0.938 0.529 1.041
8 H 0.258 -0.041 -1.118

---

Q.
Below is C3H2IN2 as an isolated structure, with properties calculated with wB97M-V/def2-TZVPD.

Computed properties:
Net charge   +1
Frontier orbital gap   8.3 eV
LUMO energy   -6.73 eV
M   192.97 g/mol

Positions of all 8 atoms, in Å:
1 C -1.055 -0.008 1.687
2 C 0.388 -0.293 0.610
3 C -1.246 -0.527 -0.022
4 N 0.239 -0.069 1.889
5 N -2.059 -0.321 1.129
6 I -0.498 -2.644 -0.434
7 H 1.341 -0.159 0.144
8 H -1.754 -0.003 -0.845

---

Most stable to least stable, the ends of the list are P and Q.

---

P.
Below is one molecule with the formula C2H6NO2P, with properties calculated with wB97M-V/def2-TZVPD.

Computed properties:
Frontier orbital gap   9.5 eV
SMILES   COC(=O)[PH2]=N
LUMO energy   0.42 eV
M   107.05 g/mol

Positions of all 12 atoms, in Å:
1 C 1.587 -0.318 0.427
2 O 1.318 0.792 -0.466
3 C 0.033 0.893 -0.878
4 O -0.187 1.360 -1.908
5 P -1.366 0.295 0.211
6 N -1.796 -1.205 -0.026
7 H 1.379 -0.020 1.450
8 H 2.629 -0.572 0.296
9 H 1.019 -1.196 0.134
10 H -2.464 1.151 -0.016
11 H -0.908 0.451 1.540
12 H -1.244 -1.629 -0.763

---

Q.
Below is a 2-piece molecular cluster, C2H6NO2P overall, with properties calculated with wB97M-V/def2-TZVPD.

Computed properties:
Frontier orbital gap   10.5 eV
SMILES   CN1OC1=O.P
LUMO energy   0.86 eV
M   107.05 g/mol

Positions of all 12 atoms, in Å:
1 C 0.261 0.587 2.445
2 N 0.588 0.761 1.066
3 O -0.713 0.378 0.396
4 C 0.171 -0.410 0.512
5 O 0.413 -1.464 0.083
6 H -0.038 -0.433 2.740
7 H 0.883 1.050 3.099
8 H -0.652 1.138 2.520
9 P 0.055 -0.440 -2.676
10 H 0.148 -1.520 -3.535
11 H -1.389 0.070 -2.707
12 H 0.273 0.281 -3.943

---

Most stable to least stable, the ends of the list are P and Q.

---

P.
Below is a 2-piece molecular cluster, C9H7N5 overall, with properties calculated with wB97M-V/def2-TZVPD.

Computed properties:
Frontier orbital gap   9.9 eV
SMILES   N#Cc1ncccn1.c1cncnc1
LUMO energy   -0.14 eV
M   185.19 g/mol

Positions of all 21 atoms, in Å:
1 N -2.247 -3.646 0.545
2 C -1.904 -2.608 0.800
3 C -1.547 -1.248 1.166
4 N -2.280 -0.232 0.736
5 C -1.920 0.961 1.194
6 C -0.869 1.155 2.065
7 C -0.133 0.030 2.432
8 N -0.503 -1.149 2.038
9 H -2.604 1.738 0.864
10 H -0.393 2.117 2.376
11 H 0.533 0.172 3.314
12 C 0.898 0.869 -2.639
13 C 0.527 1.043 -1.328
14 N 0.998 0.344 -0.356
15 C 1.891 -0.564 -0.654
16 N 2.365 -0.882 -1.832
17 C 1.855 -0.135 -2.885
18 H 0.720 1.745 -3.132
19 H -0.203 1.723 -1.014
20 H 2.495 -0.980 0.155
21 H 2.320 -0.452 -3.845

---

Q.
Below is one molecule with the formula C9H7N5, with properties calculated with wB97M-V/def2-TZVPD.

Computed properties:
Frontier orbital gap   8.3 eV
SMILES   Nc1ncnc2nn3ccccc3c12
LUMO energy   -0.06 eV
M   185.19 g/mol

Positions of all 21 atoms, in Å:
1 N -0.882 -2.398 -1.370
2 C 0.290 -1.845 -1.000
3 N 1.468 -2.438 -1.217
4 C 2.644 -1.922 -1.027
5 N 3.014 -0.847 -0.482
6 C 1.895 -0.092 -0.135
7 N 1.915 1.066 0.769
8 N 0.619 1.287 0.792
9 C 0.071 2.282 1.542
10 C -1.367 2.695 1.194
11 C -2.284 1.812 0.559
12 C -1.704 0.556 0.200
13 C -0.301 0.410 0.262
14 C 0.580 -0.608 -0.359
15 H -1.823 -1.759 -1.464
16 H -0.953 -3.392 -1.636
17 H 3.561 -2.786 -0.880
18 H 0.773 2.800 2.144
19 H -1.518 3.492 2.108
20 H -3.477 1.878 0.286
21 H -2.521 -0.192 -0.285

---

Most stable to least stable, the ends of the list are P and Q.